{"formula": "H18O9", "method": "ωB97M-V/def2-TZVPD", "symbols": ["O", "H", "H", "O", "H", "H", "O", "H", "H", "O", "H", "H", "O", "H", "H", "O", "H", "H", "O", "H", "H", "O", "H", "H", "O", "H", "H"], "coordinates": [[0.8419, -2.2898, -2.4195], [0.0892, -1.7151, -2.0977], [1.0603, -2.0534, -3.3222], [1.5808, 1.9729, 1.9556], [1.2704, 2.3489, 2.7532], [1.4980, 1.1336, 1.7331], [-1.2786, -0.6752, 3.5616], [-0.9542, -1.1203, 4.3816], [-0.5826, -0.1582, 3.2231], [-1.1594, -0.1227, 0.3744], [-1.2285, -1.0912, 0.5646], [-1.5936, -0.0009, -0.4415], [-1.1697, 3.2960, -1.0378], [-0.3542, 3.5426, -0.5557], [-0.7048, 3.0758, -1.8225], [-1.1608, -2.4276, 1.3647], [-1.4957, -3.3272, 1.2352], [-1.6993, -2.0850, 2.0183], [1.6982, -1.0643, -0.2165], [1.5440, -1.5329, -1.0111], [2.3013, -1.2066, 0.4769], [0.3822, 1.6282, -0.6873], [0.1331, 1.1320, 0.1501], [1.0897, 1.0185, -0.9629], [0.2082, 0.2919, -3.2039], [0.2207, 0.8560, -2.2905], [-0.5367, 0.5742, -3.7231]], "lowdin_spin": [0.001, 0.000, 0.000, 0.029, 0.000, -0.001, 0.000, 0.000, 0.000, 0.129, 0.001, -0.001, 0.467, 0.005, 0.001, 0.001, 0.000, 0.000, 0.022, 0.000, 0.000, 0.333, -0.004, 0.005, 0.014, -0.002, 0.000], "homo_ev": [-14.79, -14.73], "de_lowest_kj_mol": 229.8, "total_charge": 1, "spin_multiplicity": 2, "gap_ev": [11.43, 4.35]}

=====

{"formula": "H18O9Y", "method": "ωB97M-V/def2-TZVPD", "symbols": ["Y", "O", "H", "H", "O", "H", "H", "O", "H", "H", "O", "H", "H", "O", "H", "H", "O", "H", "H", "O", "H", "H", "O", "H", "H", "O", "H", "H"], "coordinates": [[-0.0304, -0.0211, -0.0266], [-1.5084, 1.2581, 1.4073], [-1.1369, 2.0447, 1.7842], [-2.3408, 1.1720, 1.8836], [-1.3210, 1.2150, -1.4821], [-2.0750, 1.7033, -1.1454], [-1.3162, 1.2982, -2.4518], [1.3917, 0.4713, -1.8698], [1.5051, 1.3199, -2.2852], [2.2408, 0.0311, -1.9838], [-0.4165, -1.8474, -1.5920], [0.0259, -2.0713, -2.4260], [-0.6162, -2.6987, -1.1883], [1.5694, 0.5331, 1.6591], [1.8241, -0.0418, 2.3752], [1.8655, 1.4062, 1.8983], [-0.3252, -1.8122, 1.5113], [-1.1568, -1.9819, 1.9832], [0.2605, -2.5276, 1.7335], [-2.3597, -0.8555, 0.1849], [-3.1726, -0.4272, 0.4866], [-2.6679, -1.6406, -0.2907], [0.7146, 2.4701, 0.1061], [1.5703, 2.8749, 0.1980], [0.1202, 3.1427, -0.2570], [2.1374, -1.4540, -0.1356], [2.8479, -1.2647, 0.4618], [2.3703, -2.2966, -0.5388]], "mulliken_charge": [2.002, -0.469, 0.268, 0.287, -0.403, 0.329, 0.284, -0.511, 0.300, 0.284, -0.515, 0.299, 0.343, -0.538, 0.297, 0.251, -0.473, 0.283, 0.300, -0.396, 0.283, 0.245, -0.464, 0.286, 0.281, -0.408, 0.267, 0.289], "homo_ev": -23.32, "de_lowest_kj_mol": 0.0, "total_charge": 3, "gap_ev": 13.54}

=====

{"formula": "H19O10", "method": "ωB97M-V/def2-TZVPD", "symbols": ["O", "H", "H", "O", "H", "H", "O", "H", "H", "O", "H", "H", "O", "H", "H", "O", "H", "H", "O", "H", "H", "O", "H", "H", "O", "H", "O", "H", "H"], "coordinates": [[0.3620, 0.3203, 3.9936], [0.2051, 0.8299, 3.1997], [-2.0248, 0.4055, -0.7941], [3.6186, -0.7979, -0.2617], [4.0630, -1.1333, -1.0473], [-0.7013, -2.6638, -2.0695], [1.3519, 0.2752, -2.6819], [3.1234, -0.0553, -0.6373], [0.6107, 0.8360, -2.4520], [-0.9661, 2.9944, -1.2496], [1.6155, -1.4975, 0.2360], [-0.5361, 0.2400, 4.3119], [0.9100, -2.0240, -0.1445], [2.6754, 2.6066, 1.4248], [-1.8840, 3.1080, -1.0502], [-1.6259, 0.9649, 2.1755], [-2.3208, 0.3533, 2.3981], [-1.5185, 0.9406, 1.1217], [-3.7183, -2.2755, -0.1086], [-2.9351, -1.7878, -0.3908], [-3.5357, -2.5286, 0.7875], [2.1337, 3.3022, 1.0557], [1.2197, 3.0592, 1.2358], [0.2982, -1.2673, -0.2480], [-1.2495, 0.5527, -0.2458], [0.9463, -0.5945, -2.7262], [-0.1611, -3.1410, -2.6924], [-0.6429, 2.1654, -0.8136], [0.6866, -3.1877, -2.3266]], "mulliken_charge": [-0.638, 0.359, 0.176, -0.662, 0.313, 0.297, -0.633, 0.332, 0.318, -0.686, 0.315, 0.283, -0.618, 0.310, 0.278, -0.730, 0.224, 0.402, -0.660, 0.336, 0.302, -0.650, 0.336, 0.286, -0.988, 0.333, -0.637, 0.387, 0.315], "homo_ev": -5.79, "de_lowest_kj_mol": 110.2, "total_charge": -1, "gap_ev": 8.79}

=====

{"formula": "H2", "method": "ωB97M-V/def2-TZVPD", "symbols": ["H", "H"], "coordinates": [[0.0000, 0.0000, 0.3626], [0.0000, 0.0000, -0.3626]], "mulliken_charge": [0.000, 0.000], "homo_ev": -14.58, "de_lowest_kj_mol": 0.5, "total_charge": 0, "smiles": "[H][H]", "gap_ev": 17.21}

=====

{"formula": "H20HeO10", "method": "ωB97M-V/def2-TZVPD", "symbols": ["He", "O", "H", "H", "O", "H", "H", "O", "H", "H", "O", "H", "H", "O", "H", "H", "O", "H", "H", "O", "H", "H", "O", "H", "H", "O", "H", "H", "O", "H", "H"], "coordinates": [[0.0032, 10.4353, -10.7607], [2.0974, 8.1404, -9.9385], [1.2679, 8.6115, -10.0185], [2.3565, 7.9558, -10.8413], [-0.2910, 9.3646, -14.2172], [-0.2614, 8.4250, -14.0366], [-1.1804, 9.6267, -13.9796], [1.5877, 12.1826, -13.3615], [0.8488, 12.3281, -12.7707], [1.2695, 11.5327, -13.9882], [-1.9847, 10.6982, -7.7689], [-1.9595, 9.7437, -7.8356], [-1.1323, 10.9844, -8.0972], [-0.5137, 13.3328, -9.4129], [-0.0569, 12.6670, -8.8988], [0.1607, 13.9791, -9.6219], [-1.0785, 12.9601, -12.3034], [-1.6298, 12.2162, -12.5462], [-0.9312, 12.8531, -11.3637], [-2.8752, 10.9695, -12.8651], [-3.2134, 10.7788, -13.7400], [-3.5470, 10.6364, -12.2702], [2.6105, 9.2464, -7.4415], [2.0134, 8.8763, -6.7912], [2.5112, 8.6810, -8.2075], [0.7630, 11.5186, -7.8283], [0.5568, 11.6899, -6.9094], [1.5553, 10.9822, -7.8005], [2.3722, 8.6476, -12.9932], [3.1211, 9.1320, -13.3406], [1.6564, 8.8474, -13.5965]], "mulliken_charge": [0.021, -0.702, 0.299, 0.313, -0.593, 0.312, 0.267, -0.634, 0.357, 0.269, -0.615, 0.296, 0.346, -0.687, 0.394, 0.333, -0.670, 0.422, 0.340, -0.672, 0.328, 0.278, -0.668, 0.320, 0.394, -0.704, 0.305, 0.293, -0.543, 0.312, 0.288], "homo_ev": -10.47, "de_lowest_kj_mol": 64.4, "total_charge": 0, "gap_ev": 10.36}

=====

{"formula": "H20N2O11", "method": "ωB97M-V/def2-TZVPD", "symbols": ["N", "H", "H", "H", "H", "N", "O", "O", "O", "O", "H", "H", "O", "H", "H", "O", "H", "H", "O", "H", "H", "O", "H", "H", "O", "H", "H", "O", "H", "H", "O", "H", "H"], "coordinates": [[-1.5784, -0.9972, -2.9582], [-2.0044, -1.5566, -3.5331], [-0.5791, -0.7212, -3.3305], [-1.3485, -1.3568, -2.0982], [-2.3166, -0.3088, -2.5874], [0.0596, -0.1070, 0.5974], [0.7503, 0.5114, 1.4066], [-1.2180, -0.0271, 0.6923], [0.5641, -0.6378, -0.3572], [0.1601, 1.8048, -2.4263], [-0.1762, 2.3879, -1.7771], [0.9616, 1.2937, -2.0913], [-0.7154, 2.4916, 2.4616], [0.0809, 3.1659, 2.5898], [-0.2193, 1.8819, 1.8771], [3.0628, 0.2117, -1.9535], [2.8707, -0.6833, -1.4586], [3.9454, 0.4174, -1.6411], [-3.5843, -1.7234, 0.2709], [-3.6936, -2.7012, 0.2771], [-2.9567, -1.5701, 0.8302], [3.3481, -0.6330, 1.3806], [3.1855, -1.5744, 1.8903], [2.6400, 0.0919, 1.5845], [2.3322, -2.5618, -0.9783], [1.6227, -1.8134, -0.8352], [2.5048, -2.9507, -0.0207], [0.0628, 0.5705, 4.5146], [-0.2914, -0.0653, 3.9660], [-0.0394, 1.1983, 3.8443], [-2.8586, 2.1361, -0.1863], [-2.0635, 2.5178, -0.2835], [-2.5082, 1.3083, 0.3335]], "mulliken_charge": [-0.386, 0.353, 0.375, 0.261, 0.377, 1.003, -0.724, -0.651, -0.731, -0.634, 0.276, 0.336, -0.687, 0.337, 0.330, -0.652, 0.411, 0.301, -0.560, 0.303, 0.263, -0.646, 0.288, 0.377, -0.696, 0.437, 0.297, -0.631, 0.290, 0.360, -0.627, 0.246, 0.404], "homo_ev": -10.31, "de_lowest_kj_mol": 217.9, "total_charge": 0, "gap_ev": 9.26}

=====

{"formula": "H20O10", "method": "ωB97M-V/def2-TZVPD", "symbols": ["O", "H", "H", "O", "H", "H", "O", "H", "H", "O", "H", "H", "O", "H", "H", "O", "H", "H", "O", "H", "H", "O", "H", "H", "O", "H", "H", "O", "H", "H"], "coordinates": [[-2.9121, -0.0223, 0.6589], [-2.0178, -0.1981, 0.3100], [-3.4186, -0.4620, -0.0256], [1.7450, 2.5817, 1.4269], [1.1960, 1.7993, 1.5665], [2.3773, 2.4818, 2.1516], [2.0845, -2.4031, -0.2869], [2.7508, -2.4431, -1.0021], [1.4173, -1.7639, -0.5341], [-1.8458, 2.6731, -1.1112], [-2.1871, 1.7958, -0.8853], [-1.3491, 2.5127, -1.9210], [0.4267, 0.8920, 3.4769], [0.0624, 1.5645, 4.0449], [-0.2778, 0.5150, 2.9231], [-1.5914, 1.9382, 2.0469], [-1.5178, 2.8665, 1.7998], [-2.2151, 1.7059, 1.3437], [0.7186, -1.4855, 1.8688], [1.1761, -2.1040, 1.2933], [1.3130, -0.8389, 2.2458], [3.3913, -1.1357, -2.2349], [2.6350, -1.4106, -2.7793], [2.9518, -0.4020, -1.7703], [0.7752, -0.4990, -2.7317], [0.0307, 0.1198, -2.8281], [0.3828, -1.3929, -2.7299], [-2.2314, -1.9897, -2.1682], [-2.1642, -2.4262, -1.3108], [-1.7064, -2.4694, -2.8375]], "lowdin_spin": [0.063, 0.035, 0.022, 0.013, 0.005, 0.001, 0.053, 0.006, 0.025, 0.061, 0.018, 0.023, 0.005, 0.001, 0.003, 0.016, 0.003, 0.006, 0.030, 0.004, 0.003, 0.033, 0.016, 0.014, 0.142, 0.057, 0.064, 0.153, 0.047, 0.079], "homo_ev": [-0.36, -8.17], "de_lowest_kj_mol": 67.1, "total_charge": -1, "spin_multiplicity": 2, "gap_ev": [3.38, 10.97]}

=====

{"formula": "H20O10", "method": "ωB97M-V/def2-TZVPD", "symbols": ["O", "H", "H", "O", "H", "H", "O", "H", "H", "O", "H", "H", "O", "H", "H", "O", "H", "H", "O", "H", "H", "O", "H", "H", "O", "H", "H", "O", "H", "H"], "coordinates": [[0.6513, -0.1253, 0.7982], [0.0350, 0.6091, 0.6990], [0.4767, -0.6832, 0.0318], [-2.6043, 3.3783, -0.9847], [-3.0966, 3.9947, -1.5385], [-2.3650, 2.6633, -1.5851], [-3.5455, 1.1310, 1.1348], [-3.4023, 1.4722, 0.2449], [-3.8336, 0.2221, 0.9939], [-0.6601, -3.1407, -1.5375], [0.0768, -3.5427, -1.0639], [-0.5411, -2.1946, -1.3969], [2.9911, 0.8987, 0.2930], [2.4980, 0.5279, -0.4475], [3.9140, 0.7979, 0.0341], [2.3607, -2.4876, -3.5734], [1.6937, -1.9688, -3.1096], [3.0913, -2.5436, -2.9472], [-1.5807, -3.2575, 4.0065], [-1.9629, -2.4022, 4.2330], [-1.3973, -3.1899, 3.0627], [2.9614, -4.7061, -2.1960], [2.8154, -3.9264, -1.6486], [2.3294, -5.3510, -1.8588], [-2.2876, 3.3891, 1.3788], [-1.8901, 3.6201, 0.5317], [-2.2684, 2.4255, 1.3919], [1.9269, 4.6034, 2.0199], [2.1447, 4.3411, 1.1184], [1.4691, 5.4451, 1.9152]], "mulliken_charge": [-0.613, 0.332, 0.227, -0.613, 0.293, 0.297, -0.630, 0.308, 0.319, -0.589, 0.307, 0.292, -0.554, 0.292, 0.294, -0.581, 0.293, 0.304, -0.629, 0.322, 0.307, -0.594, 0.280, 0.307, -0.625, 0.338, 0.317, -0.621, 0.302, 0.318], "homo_ev": -10.24, "de_lowest_kj_mol": 471.2, "total_charge": 0, "smiles": "O.O.O.O.O.O.O.O.O.O", "gap_ev": 9.34}